Entry 1:
Entry from the Open Molecules 2025 dataset: a 2-piece molecular cluster, C5H14NP overall at a distorted geometry (the ωB97M-V functional and the def2-TZVPD basis).

Structure (XYZ):
```
21
Properties=species:S:1:pos:R:3:forces:R:3
C -2.8995 0.5618 1.9210 -0.7 -1.1 1.0
C 1.2827 -1.2903 -1.0298 0.7 -0.2 2.0
C 3.4807 0.6116 -1.2196 1.1 -1.1 3.4
C -2.7772 -0.4268 0.7909 0.5 3.1 -0.5
C -2.4446 -0.1099 -0.4495 0.6 1.9 -1.9
N 1.3978 0.9304 0.6889 -1.2 1.4 -0.4
P 2.3774 -0.3296 0.1381 2.0 -0.4 -1.3
H -2.7290 0.1513 2.9601 0.5 0.1 -1.3
H -2.1609 1.3033 1.6796 -0.2 1.0 0.4
H -3.9649 0.8671 2.0561 0.8 0.5 -0.6
H 0.4170 -1.3917 -0.3743 -0.8 0.2 -0.7
H 1.1411 -1.1100 -2.0878 -0.2 0.4 0.0
H 1.7273 -2.2523 -0.8404 0.3 -0.8 -0.7
H 4.0176 1.5177 -0.7378 -1.1 -1.4 -1.2
H 4.1868 -0.1614 -1.5778 -0.2 0.7 0.0
H 2.6651 0.7008 -1.8534 -0.9 1.3 -1.9
H -3.0073 -1.3765 0.9893 -0.9 -3.8 0.7
H 1.8130 1.8219 0.4633 0.5 0.4 0.4
H -2.4069 -0.8056 -1.3245 -0.1 0.4 1.2
H -2.2049 0.9909 -0.7809 -0.4 -2.1 0.9
H 0.5160 1.0328 0.1932 -0.3 -0.5 0.1
```
Forces are in eV/Å.

Its energy is -594.9257 hartree. The value obtained for the energy above the lowest of the compared OMol25 structures with the same formula, charge and spin is 38.49 kcal/mol. The HOMO energy comes out at -7.96 eV. Its SMILES is CP(C)N.C=CC.

Results of the Löwdin charge analysis, in e, for atoms 1 through 2: number 1, C, carries -0.108; number 2, C, carries -0.316

***

Entry 2:
Entry from the Open Molecules 2025 dataset: a 2-piece molecular cluster, C5H14NS overall at a distorted geometry (the ωB97M-V functional and the def2-TZVPD basis).

Structure (XYZ):
```
21
Properties=species:S:1:pos:R:3:forces:R:3
C -1.5770 -0.9790 2.5731 0.5 0.1 0.5
C -0.3508 -0.8052 1.7197 -0.4 0.7 -0.5
C 0.2666 0.3653 1.5738 0.0 -0.3 0.8
N 1.5110 0.4419 0.7533 -1.0 -0.2 0.6
H -1.6048 -0.1596 3.2941 -0.2 0.0 -0.1
H -2.5281 -1.0149 2.0369 0.3 0.0 -0.2
H -1.4866 -1.9032 3.1506 -0.1 0.0 -0.1
H 0.0098 -1.6447 1.1282 0.0 -0.1 0.2
H 0.0280 1.3065 2.0715 -0.1 -0.4 -0.1
H 1.2244 0.0174 -0.1667 0.3 0.1 -0.4
H 1.8120 1.4169 0.7202 0.2 -0.3 -0.4
H 2.2219 -0.1366 1.1973 0.3 0.1 -0.2
C 1.3416 0.2729 -2.7984 -0.8 -0.9 0.1
S 0.1070 -0.7981 -1.8970 0.8 0.9 0.4
C -1.2254 0.4180 -1.6185 0.3 -0.5 -0.4
H 1.7989 1.0609 -2.1884 -0.3 -0.1 -0.1
H 0.8167 0.6674 -3.6711 0.3 0.2 0.1
H 2.0993 -0.4444 -3.1230 0.0 0.3 0.0
H -1.9872 -0.0197 -0.9777 0.1 -0.1 0.0
H -0.8458 1.3278 -1.1760 0.1 0.2 0.1
H -1.6313 0.6104 -2.6019 -0.3 0.3 -0.1
```
Forces are in eV/Å.

Its energy is -651.5730 hartree. The value obtained for the energy above the lowest of the compared OMol25 structures with the same formula, charge and spin is 24.81 kcal/mol. The HOMO energy comes out at -12.89 eV. As for the charge: +1.

Results of the Löwdin charge analysis, in e, for atoms 1 through 2: number 1, C, carries -0.061; number 2, C, carries -0.128

***

Entry 3:
Entry from the Open Molecules 2025 dataset: a 2-piece molecular cluster, C5H14NS overall (the ωB97M-V functional and the def2-TZVPD basis).

Structure (XYZ):
```
21
Properties=species:S:1:pos:R:3:forces:R:3
C -0.1528 -1.9234 -1.9178 0.1 0.0 0.1
C -1.3235 -1.1504 -1.3274 0.2 0.2 -0.1
S -0.8271 0.5847 -1.0109 -0.1 -0.2 0.4
C -2.0557 1.0563 0.2465 0.1 -0.2 -0.3
H -0.4464 -2.9477 -2.1414 -0.1 0.0 -0.1
H 0.6686 -1.9852 -1.1987 0.0 0.0 0.0
H 0.2390 -1.4704 -2.8271 -0.1 0.0 0.0
H -1.6383 -1.6030 -0.3867 -0.1 0.1 0.0
H -2.1689 -1.1111 -2.0094 -0.1 -0.1 0.0
H -3.0598 0.9087 -0.1434 0.0 0.0 0.0
H -1.9130 0.4406 1.1331 -0.1 0.1 0.1
H -1.9218 2.1088 0.4770 0.1 0.0 0.0
C 1.8093 1.0255 1.7316 0.2 0.2 0.3
C 2.0247 2.0394 0.9196 -0.2 -0.2 -0.3
N 1.2461 -0.2419 1.2373 -0.5 -0.2 -0.1
H 2.0345 1.0032 2.7884 0.0 0.1 0.0
H 2.4741 2.9656 1.2441 0.0 -0.1 0.3
H 1.7588 1.9781 -0.1291 0.0 0.0 0.0
H 0.4588 -0.0487 0.5220 0.5 0.1 -0.2
H 1.9575 -0.8340 0.8029 0.0 0.1 -0.1
H 0.8360 -0.7951 1.9892 0.1 0.1 0.1
```
Forces are in eV/Å.

Its energy is -651.5746 hartree. The value obtained for the energy above the lowest of the compared OMol25 structures with the same formula, charge and spin is 23.77 kcal/mol. The HOMO energy comes out at -12.97 eV. As for the charge: +1.

Results of the Löwdin charge analysis, in e, for atoms 1 through 2: number 1, C, carries -0.160; number 2, C, carries -0.511

***

Entry 4:
Entry from the Open Molecules 2025 dataset: a 2-piece molecular cluster, C5H14O overall at a distorted geometry (the ωB97M-V functional and the def2-TZVPD basis).

Structure (XYZ):
```
20
Properties=species:S:1:pos:R:3:forces:R:3
C 1.9400 0.6185 0.4995 0.1 0.0 -0.5
C 0.9810 -0.1596 -0.3970 -1.2 0.2 0.7
C -0.2951 -0.5762 0.3658 0.0 0.0 0.3
C -1.3191 -1.2364 -0.5488 0.3 -0.5 -0.4
C -0.0064 -1.4453 1.5968 -0.2 0.0 -0.2
H 2.3271 0.0715 1.3571 0.0 -0.2 0.0
H 1.4043 1.4986 0.8633 0.1 0.1 0.1
H 2.7888 0.9710 -0.0917 0.1 0.1 0.1
H 1.3820 -1.0403 -0.9010 0.3 0.1 0.0
H 0.6084 0.5522 -1.1396 0.3 -0.1 -0.4
H -0.7843 0.3364 0.7214 0.2 0.2 0.0
H -2.1626 -1.6424 0.0117 -0.1 0.1 0.0
H -1.6945 -0.5525 -1.3103 -0.1 0.2 0.1
H -0.8826 -2.0719 -1.1129 0.1 -0.1 0.2
H 0.5816 -0.9396 2.3584 0.2 0.2 0.0
H -0.9441 -1.7259 2.0828 0.0 -0.1 0.0
H 0.5326 -2.3533 1.3156 0.0 -0.1 0.0
H -0.8297 3.0299 -1.5305 -0.1 -0.3 -0.5
H -2.1326 3.6511 -1.8716 0.1 -0.3 -0.4
O -1.4947 3.0140 -2.2692 0.1 0.5 0.9
```
Forces are in eV/Å.

Its energy is -274.0945 hartree. As for the spin multiplicity: 2. The value obtained for the energy above the lowest of the compared OMol25 structures with the same formula, charge and spin is 0.00 kcal/mol. The HOMO energy (spin up / spin down) comes out at 1.10 / -6.52 eV. As for the expectation value of S²: 0.7504. As for the charge: -1.

Results of the Löwdin charge analysis, in e, for atoms 1 through 2: number 1, C, carries -0.189; number 2, C, carries -0.274

***

Entry 5:
Entry from the Open Molecules 2025 dataset: a 2-piece molecular cluster, C5H14O overall at a distorted geometry (the ωB97M-V functional and the def2-TZVPD basis).

Structure (XYZ):
```
20
Properties=species:S:1:pos:R:3:forces:R:3
C 1.1317 -0.5528 -1.1158 -0.1 0.0 -0.2
C -0.0991 0.0229 -1.7951 -0.1 -0.2 -0.6
C 1.3113 -2.0375 -1.3480 0.2 -0.3 0.3
O 2.2876 0.1163 -1.6589 0.1 0.1 0.4
H 1.0932 -0.3599 -0.0424 -0.1 0.0 0.0
H -0.9799 -0.6249 -1.8122 0.1 -0.1 0.5
H 1.8330 -2.2141 -2.2833 -0.2 0.1 -0.3
H 1.9607 -2.4466 -0.5735 0.0 -0.1 0.0
H 0.3729 -2.5958 -1.3305 0.0 0.1 0.0
H 2.6998 0.6501 -0.9689 -0.1 -0.1 -0.2
H 0.1434 0.1322 -2.8599 0.0 0.4 0.2
H -0.3836 0.9703 -1.3379 0.1 0.1 -0.3
C -1.6771 1.0391 2.8519 0.3 0.5 -0.3
C -1.1325 1.1715 1.4096 -1.0 -0.3 0.7
H -1.6129 1.9932 3.3650 0.1 0.2 0.1
H -2.7382 0.7936 2.8728 0.1 -0.4 0.0
H -1.0823 0.3313 3.4217 -0.2 -0.2 0.1
H -0.4027 1.9716 1.3386 0.3 -0.2 -0.1
H -1.9762 1.4387 0.7763 0.1 0.0 -0.3
H -0.7492 0.2006 1.0906 0.1 0.3 -0.2
```
Forces are in eV/Å.

Its energy is -274.1180 hartree. The value obtained for the energy above the lowest of the compared OMol25 structures with the same formula, charge and spin is 15.11 kcal/mol. The HOMO energy comes out at -10.27 eV. Its SMILES is CC(C)O.CC.

Results of the Löwdin charge analysis, in e, for atoms 1 through 2: number 1, C, carries -0.493; number 2, C, carries -0.065

***

Entry 6:
Entry from the Open Molecules 2025 dataset: a 2-piece molecular cluster, C5H14O overall at a distorted geometry (the ωB97M-V functional and the def2-TZVPD basis).

Structure (XYZ):
```
20
Properties=species:S:1:pos:R:3:forces:R:3
C 2.8363 -1.6257 0.6338 2.1 0.2 -1.3
C 2.1408 -0.8838 -0.4983 -2.5 3.3 0.2
O 3.5222 -0.8150 1.5604 -1.1 0.7 0.0
H 2.3257 -2.3132 1.3078 -0.9 -0.5 0.0
H 3.6314 -2.0335 0.0803 1.2 -1.8 0.2
H 2.5030 -1.1454 -1.5345 -0.5 -0.4 1.4
H 2.8351 -0.2115 1.9423 0.4 0.2 0.4
H 2.4428 0.2148 -0.4213 -0.2 -1.2 -0.1
H 1.0089 -0.8134 -0.3400 1.6 -0.5 -0.7
C -1.6922 0.9214 0.1752 1.8 -1.1 -1.8
C -1.5652 -0.0405 -1.0885 -1.4 2.3 -1.1
C -2.9706 1.7095 0.2746 -2.0 -2.5 -0.5
H -1.3087 0.3609 1.0492 -1.3 -0.1 0.1
H -0.8890 1.6601 0.1595 0.1 0.3 -0.6
H -2.0159 -0.9800 -0.8866 -0.1 -1.1 0.4
H -3.9922 1.1867 0.1462 1.8 0.2 0.3
H -0.5314 -0.1632 -1.4912 -0.9 0.2 0.2
H -2.2902 0.3465 -1.9420 1.9 -0.4 1.5
H -2.9299 2.0806 1.2257 -0.5 1.2 2.7
H -3.0609 2.5447 -0.3526 0.5 1.1 -1.3
```
Forces are in eV/Å.

Its energy is -273.6779 hartree. As for the spin multiplicity: 2. The value obtained for the energy above the lowest of the compared OMol25 structures with the same formula, charge and spin is 49.99 kcal/mol. The HOMO energy (spin up / spin down) comes out at -13.82 / -13.82 eV. As for the expectation value of S²: 0.7540. As for the charge: +1.

Results of the Löwdin charge analysis, in e, for atoms 1 through 2: number 1, C, carries -0.170; number 2, C, carries -0.010

***

Entry 7:
Entry from the Open Molecules 2025 dataset: a 2-piece molecular cluster, C5H14O2 overall (the ωB97M-V functional and the def2-TZVPD basis).

Structure (XYZ):
```
21
Properties=species:S:1:pos:R:3:forces:R:3
C -1.4797 0.4894 -0.4518 -0.2 0.0 -0.4
O -1.9283 0.4896 -1.8132 0.2 -0.3 0.0
C -0.2411 1.3400 -0.2616 0.2 0.0 0.2
C 0.9589 0.8730 -1.0923 -0.7 -0.5 0.0
C 1.4071 -0.5638 -0.7743 -0.1 0.4 0.3
C 1.7033 -0.8016 0.7085 0.6 0.0 -0.1
H -2.3246 0.8514 0.1240 0.0 0.2 0.2
H -1.3015 -0.5331 -0.1261 0.1 -0.2 0.1
H -1.4518 -0.2076 -2.2807 -0.1 0.2 0.0
H -0.4785 2.3736 -0.5311 0.0 -0.1 0.1
H 0.0346 1.3217 0.8000 -0.1 0.1 -0.1
H 0.6688 0.9170 -2.1511 0.3 0.2 0.1
H 1.7661 1.5653 -0.9028 0.4 0.2 -0.2
H 0.6080 -1.2495 -1.0775 0.3 -0.1 -0.2
H 2.3115 -0.7827 -1.3469 -0.2 -0.1 -0.1
H 2.3463 -1.6822 0.8245 -0.2 0.1 0.0
H 0.8024 -0.9549 1.2923 -0.1 0.1 0.1
H 2.2596 0.0392 1.1431 -0.2 -0.1 -0.1
H -1.7731 -1.3894 3.3978 -0.1 0.0 -0.3
H -2.0602 -1.3112 1.8726 0.0 0.0 0.3
O -1.8279 -0.7842 2.6468 0.1 0.0 0.0
```
Forces are in eV/Å.

Its energy is -349.3703 hartree. The value obtained for the energy above the lowest of the compared OMol25 structures with the same formula, charge and spin is 3.42 kcal/mol. The HOMO energy comes out at -10.22 eV. Its SMILES is CCCCCO.O.

Results of the Löwdin charge analysis, in e, for atoms 1 through 2: number 1, C, carries -0.272; number 2, O, carries -0.070

***

Entry 8:
Entry from the Open Molecules 2025 dataset: a 3-piece molecular cluster, C5H14O2 overall at a distorted geometry (the ωB97M-V functional and the def2-TZVPD basis).

Structure (XYZ):
```
21
Properties=species:S:1:pos:R:3:forces:R:3
C -0.8996 -1.6418 -2.0357 -2.0 -0.4 -0.8
C -0.7480 -1.3316 -0.5843 -0.1 0.1 0.3
C 0.1155 -0.4365 -0.0863 0.0 0.0 -2.1
C 0.3608 -0.4565 1.3528 1.7 1.2 0.6
C -1.5084 -2.2494 0.3682 0.2 -2.1 1.3
H -0.0166 -1.2886 -2.6674 -1.6 -0.6 0.7
H -1.2030 -2.7290 -2.1337 1.4 0.7 -0.1
H -1.9472 -1.2989 -2.3727 1.7 0.5 0.0
H 0.6678 0.2773 -0.7628 -0.5 -1.0 0.7
H -0.4569 0.0252 1.8349 -1.0 -0.4 1.0
H 1.1841 0.1884 1.6633 0.3 0.0 -0.3
H 0.6493 -1.4559 1.6684 -0.5 0.0 0.5
H -2.5642 -2.6926 0.0307 2.4 1.3 0.6
H -0.7874 -3.1592 0.4626 -1.4 1.0 -0.2
H -1.5126 -1.9053 1.4808 -0.6 -0.3 -2.2
H 4.4700 1.8380 -3.7633 -0.4 -0.2 0.8
H 4.8953 2.4505 -2.2648 -0.4 -0.7 -1.9
O 5.0343 2.4162 -3.2496 0.8 0.9 1.1
H -2.2861 2.2291 3.3015 0.3 -0.5 -0.6
H -3.6993 2.6046 3.8467 2.5 0.4 0.2
O -2.6987 2.7852 3.9480 -2.8 0.1 0.4
```
Forces are in eV/Å.

Its energy is -349.3052 hartree. The value obtained for the energy above the lowest of the compared OMol25 structures with the same formula, charge and spin is 44.29 kcal/mol. The HOMO energy comes out at -8.76 eV. Its SMILES is CC=C(C)C.O.O.

Results of the Löwdin charge analysis, in e, for atoms 1 through 2: number 1, C, carries -0.097; number 2, C, carries -0.415